[1]
2 unconnected molecules or ions with the total composition C4H9N4S. Source: the OMol25 dataset; level of theory: ωB97M-V with the def2-TZVPD basis set.

Geometry as XYZ:
```
18
Properties=species:S:1:pos:R:3:forces:R:3
C 0.092718 0.385507 1.914150 1.9 -1.0 0.7
C 1.317246 -0.205097 1.593453 -1.8 0.0 -2.5
C -1.070511 0.308578 1.220099 -1.9 0.8 0.4
C -0.135353 1.481318 -1.815110 -0.1 -1.6 0.0
N -2.236685 0.411472 1.114087 0.4 -0.8 -0.4
N -0.771765 0.572748 -1.166472 0.0 1.0 0.3
N -0.986171 -0.683708 -1.685577 5.0 2.3 -2.8
N 1.539398 -0.720749 0.350333 -0.1 1.2 2.7
S 0.225033 3.016985 -1.197093 -0.2 1.5 1.2
H -0.145343 0.564033 2.955628 0.2 0.3 0.1
H 2.079713 -0.250456 2.336963 0.5 -0.2 0.3
H 0.370829 1.377445 -2.795569 -0.6 -0.4 0.2
H -2.975733 0.217819 0.459157 -0.2 0.3 0.3
H -1.779734 -1.126492 -1.485199 -4.1 -1.6 1.6
H -0.895017 -0.592411 -2.690605 0.0 -0.8 -0.3
H 2.469584 -1.003049 0.153264 0.6 -0.3 -0.5
H 0.927011 -0.390130 -0.375611 0.0 -0.4 -0.4
H -0.608751 3.063327 -0.088973 0.6 -0.3 -0.9
```
Positions in Å, forces in eV/Å.

- multiplicity = 1
- relative energy (zero: lowest compared OMol25 entry of this formula, charge and spin) (eV) = 4.072
- lowest unoccupied orbital energy (Ha) = -0.1503
- charge = +1
- HOMO-LUMO gap (eV) = 8.30

***

[2]
A single C4H9N5 molecule. Source: the OMol25 dataset; level of theory: ωB97M-V with the def2-TZVPD basis set.

Geometry as XYZ:
```
18
Properties=species:S:1:pos:R:3:forces:R:3
H 3.527587 -0.258500 0.262821 -0.1 -0.3 0.2
N 2.543427 -0.497800 0.401151 0.6 0.0 -0.3
C 1.843647 0.533780 0.074121 1.5 -2.2 1.1
N 2.426547 1.697820 -0.281159 -0.4 1.9 -0.2
N 0.491267 0.503830 0.149021 -1.9 0.2 -0.9
C -0.149953 -0.586000 -0.126549 -0.3 -0.6 0.4
N 0.365847 -1.798530 -0.517819 -0.3 0.5 1.0
C -1.671123 -0.538200 0.040731 -0.9 -1.6 0.2
C -2.351643 0.795600 -0.029179 0.1 0.0 0.0
N -2.299283 -1.657440 0.247781 1.2 1.6 -0.4
H -3.304903 -1.480610 0.346671 0.3 0.0 0.0
H 3.284557 1.903530 0.210381 0.0 -0.1 -0.2
H 1.764097 2.462810 -0.225319 0.2 0.1 -0.2
H -0.238123 -2.568500 -0.233999 -0.1 0.2 -0.4
H 1.326817 -1.896230 -0.180659 -0.1 0.1 -0.3
H -3.437583 0.673220 -0.056529 0.2 -0.1 0.0
H -2.035433 1.324130 -0.932439 0.0 0.1 0.2
H -2.085753 1.387090 0.850971 0.1 0.1 -0.2
```
Positions in Å, forces in eV/Å.

- multiplicity = 1
- relative energy (zero: lowest compared OMol25 entry of this formula, charge and spin) (eV) = 0.000
- lowest unoccupied orbital energy (Ha) = 0.0133
- HOMO-LUMO gap (eV) = 9.43

***

[3]
A gas-phase ion, C4H9N5O4S (charge +2). Source: the OMol25 dataset; level of theory: ωB97M-V with the def2-TZVPD basis set.

Geometry as XYZ:
```
23
Properties=species:S:1:pos:R:3:forces:R:3
C -2.788687 -1.517713 -0.388380 -3.5 2.8 0.1
O -1.812199 -0.623644 0.175002 -0.4 -1.1 1.2
S -0.601844 -1.243345 0.827829 2.1 0.7 0.3
O -0.584160 -2.639994 1.008054 -0.7 0.1 0.1
O -0.115014 -0.292526 1.772638 -0.3 -0.5 0.3
N 0.549622 -1.093160 -0.521024 -0.7 -0.7 1.1
C 1.653795 -0.376608 -0.413880 0.6 -1.0 -1.2
N 2.770152 -0.804557 -0.939530 2.1 -1.1 -0.4
N 1.666650 0.821598 0.166763 2.8 1.3 2.2
C 0.573150 1.556276 0.468766 0.4 0.6 -1.2
N 0.638754 2.445324 1.379679 -3.5 3.3 0.7
N -0.379554 1.440058 -0.408699 0.9 -0.7 0.3
C -1.246494 2.044289 -0.972892 0.1 -0.5 0.5
O -2.120401 2.388766 -1.569543 -2.5 1.6 -1.8
H -2.617275 -1.502541 -1.380732 1.2 -0.7 -3.5
H -3.666174 -0.816525 -0.404675 0.2 -1.2 0.7
H -3.028158 -2.492209 -0.042926 0.5 -0.6 1.2
H 0.723700 -2.061499 -0.727356 0.2 -0.5 -0.9
H 3.648270 -0.255144 -1.003620 -1.1 -0.2 0.1
H 2.932783 -1.804695 -1.176176 -0.5 1.0 0.2
H 2.544041 1.057975 0.705177 -1.2 -0.4 -0.9
H -0.174901 3.190732 1.508828 2.3 -2.2 -0.3
H 1.433954 2.579152 1.936706 1.2 0.1 1.1
```
Positions in Å, forces in eV/Å.

- multiplicity = 1
- relative energy (zero: lowest compared OMol25 entry of this formula, charge and spin) (eV) = 0.745
- lowest unoccupied orbital energy (Ha) = -0.3084
- charge = +2
- HOMO-LUMO gap (eV) = 10.86

***

[4]
A single C4H9N7S molecule. Source: the OMol25 dataset; level of theory: ωB97M-V with the def2-TZVPD basis set.

Geometry as XYZ:
```
21
Properties=species:S:1:pos:R:3:forces:R:3
C -1.578782 2.339371 2.319363 -1.1 -1.0 -0.5
S -0.391476 0.949692 2.502920 -0.1 1.1 1.3
C 0.382429 0.769451 0.907371 1.4 0.5 -1.0
N 0.244892 1.997201 0.093114 -1.5 0.3 1.4
N -0.467236 1.786004 -0.879235 0.8 0.8 -1.7
C -0.520420 0.380976 -1.197016 -1.3 -2.3 0.4
N 0.574948 0.068037 -2.099308 0.6 -0.6 2.6
N 1.062776 -1.248700 -2.002179 0.4 1.9 -2.4
C 0.941151 -1.916154 -0.968509 0.6 -2.1 0.8
N 1.554700 -3.175577 -0.934417 0.0 -0.1 -4.2
N 0.294295 -1.550657 0.189128 -3.6 0.0 2.4
N -0.311622 -0.258197 0.152102 0.7 0.8 -1.6
H -2.257605 2.331141 3.165208 0.5 -0.1 0.7
H -2.317510 2.108692 1.551209 0.4 0.0 -0.5
H -1.225165 3.339030 2.160372 0.7 0.2 0.0
H 1.505580 0.749437 0.990172 -1.0 -1.0 0.3
H -1.501402 0.056731 -1.662501 0.8 0.5 0.9
H 0.399369 0.286501 -3.030211 -0.4 0.3 -1.7
H 2.240137 -3.398685 -1.732133 -1.9 1.0 1.6
H 1.933533 -3.488849 -0.122045 0.9 -0.7 3.0
H -0.562592 -2.125445 0.596595 3.0 0.5 -1.6
```
Positions in Å, forces in eV/Å.

- multiplicity = 1
- relative energy (zero: lowest compared OMol25 entry of this formula, charge and spin) (eV) = 2.672
- lowest unoccupied orbital energy (Ha) = 0.0169
- HOMO-LUMO gap (eV) = 8.72

***

[5]
A gas-phase ion, C4H9NO (charge -1). Source: the OMol25 dataset; level of theory: ωB97M-V with the def2-TZVPD basis set.

Geometry as XYZ:
```
15
Properties=species:S:1:pos:R:3:forces:R:3
C -0.404209 0.320319 -1.669964 -0.5 0.4 -0.1
N -1.170511 0.222338 -0.428194 -0.1 -0.4 -0.1
C 0.530154 -1.223942 0.774758 -0.3 0.1 0.0
C -0.308866 0.063616 0.800771 -0.2 0.8 -0.4
C 0.591185 1.259698 0.995170 0.3 0.0 0.1
O 1.740200 1.335463 0.392668 -0.2 0.0 0.1
H -0.200308 1.373496 -1.898128 0.4 -0.2 0.3
H 0.517646 -0.262039 -1.633693 0.2 0.1 -0.2
H -1.033609 -0.016851 -2.503123 0.1 -0.2 0.1
H -1.746814 -0.614900 -0.501563 0.0 0.0 0.1
H 0.648603 -1.562228 1.805329 0.1 -0.2 -0.1
H 0.091629 -2.013437 0.147697 0.0 0.0 0.2
H 1.508073 -0.962397 0.383189 0.2 0.0 -0.1
H -1.058676 0.057570 1.597473 0.1 -0.2 0.2
H 0.295505 2.023296 1.737603 -0.1 -0.1 -0.1
```
Positions in Å, forces in eV/Å.

- multiplicity = 2
- relative energy (zero: lowest compared OMol25 entry of this formula, charge and spin) (eV) = 0.120
- lowest unoccupied orbital energy (spin up / spin down) (Ha) = 0.1607 / 0.1583
- charge = -1
- HOMO-LUMO gap (spin up / spin down) (eV) = 4.10 / 7.32

***

[6]
2 unconnected molecules or ions with the total composition C4H9NO. Source: the OMol25 dataset; level of theory: ωB97M-V with the def2-TZVPD basis set.

Geometry as XYZ:
```
15
Properties=species:S:1:pos:R:3:forces:R:3
C 0.893678 0.992079 -1.490637 1.3 0.1 0.4
C 1.987399 -1.024777 -1.777076 -0.1 -0.3 0.0
N 2.137745 0.261047 -1.506226 0.1 0.1 0.2
H 0.442105 0.837014 -0.488837 -0.6 -0.2 -0.4
H 1.104624 2.064735 -1.516178 -0.1 0.1 -0.3
H 0.263687 0.705206 -2.337675 -0.6 0.0 0.1
H 2.788387 -1.739647 -1.587993 0.1 0.2 -0.1
H 1.092358 -1.426348 -2.268059 -0.1 0.0 0.0
O -1.942419 1.115262 1.776952 -0.3 -0.1 0.1
C -2.033191 -0.018895 1.380658 0.0 -0.6 -0.5
C -0.992599 -1.074824 1.621910 0.7 0.9 -0.4
H -2.854789 -0.330541 0.698740 -0.2 0.2 0.2
H -0.109362 -0.462685 1.817895 0.2 -0.5 0.6
H -1.233776 -1.806852 2.392925 0.0 0.2 0.1
H -0.727124 -1.601874 0.699327 -0.3 -0.1 -0.1
```
Positions in Å, forces in eV/Å.

- multiplicity = 2
- relative energy (zero: lowest compared OMol25 entry of this formula, charge and spin) (eV) = 1.243
- lowest unoccupied orbital energy (spin up / spin down) (Ha) = 0.1418 / 0.1352
- charge = -1
- HOMO-LUMO gap (spin up / spin down) (eV) = 3.04 / 7.39